1.
The following is a DFT calculation (wB97M-V/def2-TZVPD) of 12 unconnected molecules or ions with the total composition C93H204N12O12.

Element x y z (Å)
O1 19.83 21.65 17.70
O2 21.72 21.93 27.31
O3 25.78 13.77 17.66
O4 16.01 18.31 21.94
O5 16.21 20.23 14.01
O6 26.59 19.19 21.40
O7 19.17 11.58 18.58
O8 19.88 17.22 24.25
O9 19.07 18.95 18.71
O10 10.84 16.85 16.45
O11 16.65 15.65 12.71
O12 24.89 16.22 16.75
N1 19.38 17.81 19.50
N2 12.08 16.24 16.87
N3 15.83 14.45 13.05
N4 18.44 10.64 19.28
N5 26.53 18.95 17.69
N6 20.83 22.07 26.20
N7 24.75 15.67 15.48
N8 18.98 16.75 25.39
N9 16.72 21.87 17.30
N10 26.24 13.36 18.94
N11 21.25 21.67 17.17
N12 16.20 19.82 19.68
C1 16.47 22.89 15.04
C2 18.49 19.06 25.79
C3 16.10 9.84 19.56
C4 27.21 15.72 14.95
C5 10.65 14.93 18.52
C6 16.27 13.97 14.34
C7 18.45 12.25 21.31
C8 16.55 17.02 22.25
C9 15.79 15.14 15.21
C10 23.23 14.79 13.74
C11 16.58 20.37 15.36
C12 18.79 23.13 25.39
C13 13.15 18.37 16.94
C14 22.62 16.89 14.99
C15 17.09 10.35 17.32
C16 17.66 9.80 21.44
C17 16.22 9.99 21.01
C18 25.79 16.10 14.53
C19 15.87 13.57 11.92
C20 25.78 17.59 14.30
C21 17.16 13.14 11.30
C22 22.01 22.28 19.38
C23 17.44 16.72 18.76
C24 20.84 17.98 19.89
C25 16.41 12.19 18.76
C26 19.38 15.37 25.62
C27 22.63 21.92 15.20
C28 16.96 19.35 21.87
C29 18.61 10.85 20.75
C30 20.48 18.00 27.02
C31 23.28 23.12 15.82
C32 12.74 17.20 17.81
C33 26.03 18.48 22.46
C34 26.08 18.94 20.11
C35 18.35 15.80 27.87
C36 19.11 14.65 24.25
C37 17.80 13.73 14.51
C38 19.44 15.46 19.60
C39 20.71 20.36 15.23
C40 13.09 14.31 17.92
C41 23.35 15.53 15.11
C42 20.38 24.57 26.74
C43 25.60 15.38 13.19
C44 20.18 22.71 15.14
C45 19.07 22.66 27.76
C46 15.47 12.68 14.64
C47 20.05 10.46 21.10
C48 22.55 23.17 24.73
C49 26.82 13.83 21.68
C50 17.00 10.80 18.77
C51 23.34 22.90 17.36
C52 14.06 16.55 18.29
C53 25.15 13.42 19.94
C54 15.21 21.06 21.54
C55 28.59 13.34 18.26
C56 18.06 17.26 27.49
C57 15.67 11.65 13.52
C58 11.95 17.79 19.04
C59 21.11 24.17 17.81
C60 15.88 18.94 13.58
C61 21.19 21.69 15.69
C62 16.40 20.39 20.94
C63 22.29 20.69 24.79
C64 24.17 15.49 12.70
C65 15.05 12.31 12.34
C66 19.08 17.79 26.44
C67 24.47 14.84 20.06
C68 22.67 14.60 16.11
C69 20.79 15.04 26.06
C70 15.20 14.31 10.77
C71 21.90 22.79 17.89
C72 13.78 15.17 18.91
C73 18.35 14.89 26.63
C74 11.22 13.99 16.26
C75 21.57 22.05 24.95
C76 21.37 16.75 20.55
C77 27.60 15.47 18.91
C78 19.44 23.26 24.05
C79 27.92 13.64 20.65
C80 19.41 16.48 17.28
C81 27.58 13.97 19.19
C82 20.97 15.47 19.93
C83 19.84 23.13 26.56
C84 18.95 16.62 18.70
C85 24.06 12.44 19.47
C86 20.50 22.15 23.82
C87 20.94 19.10 20.93
C88 27.08 19.26 18.99
C89 21.69 18.29 18.71
C90 27.44 20.70 19.02
C91 16.15 21.70 15.92
C92 11.71 14.92 17.43
C93 25.61 13.00 21.30
H1 18.22 14.99 23.67
H2 18.07 13.16 15.36
H3 24.94 17.96 13.73
H4 21.58 15.38 25.39
H5 24.11 15.20 19.07
H6 14.44 13.08 14.76
H7 18.21 17.89 28.39
H8 20.06 23.96 17.75
H9 20.95 16.69 21.53
H10 16.93 12.58 10.40
H11 21.54 15.06 19.06
H12 17.14 21.19 20.89
H13 15.81 16.29 22.04
H14 20.54 19.01 27.38
H15 28.65 12.28 18.40
H16 23.20 23.02 23.87
H17 23.91 21.99 17.58
H18 17.79 9.75 22.51
H19 18.23 13.24 13.63
H20 18.38 19.88 26.57
H21 19.57 25.09 27.26
H22 18.69 23.21 23.25
H23 21.88 17.39 18.10
H24 22.22 14.68 13.36
H25 20.88 13.94 26.07
H26 14.49 17.26 18.95
H27 27.57 16.37 15.73
H28 18.24 22.18 25.39
H29 21.92 19.28 21.36
H30 21.59 16.75 14.57
H31 22.62 15.04 17.15
H32 22.69 24.03 15.66
H33 26.59 21.33 18.68
H34 19.75 20.79 18.16
H35 13.87 19.05 17.49
H36 19.38 12.83 20.95
H37 10.52 13.98 19.05
H38 27.24 16.14 19.75
H39 27.95 18.65 19.14
H40 11.72 17.15 19.92
H41 17.15 19.81 22.85
H42 12.90 13.30 18.36
H43 17.82 13.95 11.06
H44 19.82 20.03 15.78
H45 17.57 12.78 21.11
H46 17.07 17.50 27.09
H47 20.74 25.13 25.84
H48 17.69 9.44 17.27
H49 26.51 14.88 21.79
H50 22.67 22.91 19.94
H51 12.33 18.98 16.59
H52 21.19 24.53 27.52
H53 20.13 9.44 21.39
H54 14.35 14.83 11.18
H55 26.22 16.02 12.55
H56 28.29 12.58 20.72
H57 18.19 24.00 25.54
H58 21.21 17.89 26.23
H59 26.62 17.99 17.43
H60 22.59 18.81 19.11
H61 19.89 11.16 18.12
H62 11.74 14.18 15.28
H63 28.31 13.65 17.24
H64 18.76 21.67 27.62
H65 28.78 14.17 20.92
H66 20.97 22.29 22.84
H67 20.29 20.40 14.28
H68 20.53 20.02 20.54
H69 15.98 16.26 12.35
H70 27.25 14.66 15.18
H71 28.62 15.76 18.71
H72 18.63 13.88 26.88
H73 17.51 11.17 16.74
H74 23.26 13.70 16.12
H75 14.72 14.78 19.20
H76 14.00 12.54 12.62
H77 15.08 10.05 19.28
H78 14.61 21.64 20.82
H79 15.46 12.15 18.29
H80 20.61 17.20 27.79
H81 16.74 11.47 13.44
H82 25.49 14.70 17.66
H83 22.05 24.11 24.42
H84 15.97 11.04 21.27
H85 23.56 14.82 20.66
H86 18.93 13.61 24.51
H87 18.92 15.59 20.58
H88 11.46 12.93 16.47
H89 18.23 23.36 27.87
H90 19.99 21.17 23.81
H91 23.16 12.44 20.16
H92 20.74 10.69 20.25
H93 25.99 14.37 13.16
H94 15.34 19.25 19.68
H95 15.38 21.65 22.41
H96 10.97 15.69 19.26
H97 15.20 10.71 13.81
H98 22.33 22.66 27.19
H99 23.65 13.79 13.92
H100 18.24 19.35 19.05
H101 22.46 17.36 15.95
H102 17.31 14.92 26.20
H103 10.17 14.06 16.06
H104 15.66 12.35 15.62
H105 21.19 18.93 17.94
H106 14.83 18.80 13.94
H107 17.65 20.20 15.51
H108 21.25 14.66 20.70
H109 27.24 13.70 22.69
H110 26.63 18.07 13.81
H111 22.41 16.86 20.70
H112 22.29 21.24 19.46
H113 16.10 19.62 16.03
H114 18.84 15.75 16.67
H115 19.34 15.67 28.29
H116 21.74 19.91 25.34
H117 22.63 21.87 14.12
H118 23.32 20.56 25.14
H119 19.98 24.24 23.97
H120 23.18 23.39 25.56
H121 13.70 17.99 16.05
H122 24.23 23.25 15.32
H123 21.05 15.43 27.05
H124 16.69 16.96 23.34
H125 21.61 14.31 15.97
H126 25.10 15.60 20.48
H127 21.16 24.78 18.71
H128 24.66 13.14 21.90
H129 17.56 18.73 25.40
H130 20.45 16.23 17.07
H131 14.70 15.28 15.11
H132 13.80 14.17 17.11
H133 23.28 21.09 15.46
H134 19.60 22.68 28.69
H135 16.11 10.27 16.84
H136 19.25 17.58 23.62
H137 16.32 15.98 14.85
H138 25.76 18.11 15.30
H139 17.72 12.44 11.92
H140 23.98 23.66 17.89
H141 18.61 12.11 22.40
H142 24.26 11.36 19.45
H143 16.05 20.52 18.95
H144 19.09 14.50 19.26
H145 21.46 19.59 15.30
H146 17.57 23.06 15.02
H147 25.85 17.86 20.07
H148 10.97 17.25 15.59
H149 18.25 14.74 14.68
H150 27.09 15.64 18.01
H151 28.28 20.98 18.41
H152 22.25 20.52 23.72
H153 11.05 18.32 18.77
H154 16.53 18.16 13.96
H155 24.61 17.15 16.70
H156 18.04 8.83 21.10
H157 14.79 13.68 10.03
H158 27.80 20.89 20.04
H159 17.09 17.25 19.67
H160 16.20 22.66 17.69
H161 14.51 20.20 21.74
H162 25.02 18.90 22.65
H163 15.92 15.08 10.33
H164 17.03 15.68 18.67
H165 15.13 11.60 11.47
H166 19.19 22.54 15.59
H167 21.43 24.91 17.05
H168 14.70 16.40 17.41
H169 19.19 17.41 16.77
H170 20.36 18.95 21.81
H171 29.58 13.70 18.41
H172 24.03 15.05 11.67
H173 17.90 18.97 21.49
H174 23.18 17.45 14.26
H175 16.05 22.86 14.04
H176 17.70 22.27 17.24
H177 23.75 12.65 18.42
H178 17.01 17.29 17.96
H179 26.63 18.73 23.33
H180 9.68 15.27 18.17
H181 16.23 12.58 19.73
H182 19.23 19.47 25.06
H183 15.07 21.58 16.09
H184 15.51 9.23 21.46
H185 17.62 15.43 28.59
H186 25.88 11.92 21.30
H187 27.73 15.89 14.01
H188 16.05 14.92 16.29
H189 17.09 12.92 18.28
H190 20.44 11.05 21.96
H191 16.36 8.85 19.28
H192 27.16 19.42 17.05
H193 26.05 17.36 22.33
H194 15.91 18.91 12.48
H195 13.19 15.30 19.87
H196 17.51 16.88 21.69
H197 16.02 23.72 15.48
H198 23.89 16.51 12.55
H199 20.08 22.60 14.07
H200 12.61 18.64 19.45
H201 21.00 22.47 19.84
H202 20.45 23.81 15.24
H203 25.15 19.54 20.03
H204 19.97 14.63 23.65

Its SMILES is CC1(C)CCCC(C)(C)N1O.CC1(C)CCCC(C)(C)N1O.CC1(C)CCCC(C)(C)N1O.CC1(C)CCCC(C)(C)N1O.CC1(C)CCCC(C)(C)N1O.CC1(C)CCCC(C)(C)N1O.CC1(C)CCCC(C)(C)N1O.CC1(C)CCCC(C)(C)N1O.CC1(C)CCCC(C)(C)N1O.COC[C@H](C)N.COC[C@H](C)N.COC[C@H](C)N. Its energy above the lowest of the compared OMol25 structures with the same formula, charge and spin is 46.04 kcal/mol.



2.
The following is a DFT calculation (wB97M-V/def2-TZVPD) of 2 unconnected molecules or ions with the total composition C3H12NOS.

Element x y z (Å)
S1 -1.68 2.86 0.94
O1 1.91 -1.53 1.55
N1 1.14 -1.07 -0.97
C1 -1.78 1.20 0.11
C2 -0.24 -0.60 -0.74
C3 -0.34 0.61 0.10
H1 1.73 -0.38 -1.49
H2 0.37 1.41 -0.21
H3 1.67 -2.45 1.76
H4 -1.56 3.46 -0.30
H5 -0.65 -0.26 -1.77
H6 -2.03 1.55 -0.98
H7 2.23 -1.25 2.51
H8 -0.07 0.48 1.16
H9 -2.59 0.58 0.45
H10 1.47 -1.28 0.03
H11 1.20 -1.86 -1.74
H12 -0.77 -1.46 -0.41

The total charge is +1. Its energy above the lowest of the compared OMol25 structures with the same formula, charge and spin is 28.03 kcal/mol.



3.
The following is a DFT calculation (wB97M-V/def2-TZVPD) of 4 unconnected molecules or ions with the total composition C42H45F3N3O5PS2.

Element x y z (Å)
S1 -5.69 1.40 4.13
S2 -0.43 -1.33 3.62
P1 -3.62 -0.46 -1.32
F1 -1.56 -1.80 -5.14
F2 -8.75 -5.69 -5.06
F3 8.13 1.81 3.55
O1 -5.74 1.80 -0.46
O2 3.40 4.39 2.75
O3 1.35 3.47 3.50
O4 -3.91 -2.11 -1.70
O5 -2.22 0.16 -2.13
N1 3.60 1.75 -3.50
N2 -2.88 0.10 5.21
N3 -1.01 -1.50 0.53
C1 8.13 1.18 4.74
C2 2.26 -0.28 2.76
C3 1.03 5.09 1.66
C4 -0.66 -3.33 -6.69
C5 2.83 0.06 0.15
C6 4.70 0.76 2.16
C7 1.04 -0.64 -1.86
C8 -8.58 -4.60 -4.30
C9 0.34 -0.96 0.83
C10 0.84 -0.82 2.34
C11 1.40 -0.52 -0.29
C12 2.56 -0.24 4.35
C13 1.37 -1.50 -7.25
C14 1.34 -2.73 -7.91
C15 -4.40 0.61 3.02
C16 -7.49 -3.78 -4.52
C17 0.32 -3.64 -7.63
C18 -7.32 -2.64 -3.73
C19 4.50 2.18 2.94
C20 -3.43 -0.24 0.58
C21 2.27 1.06 -3.43
C22 8.13 -0.12 7.19
C23 -9.33 -3.18 -2.51
C24 2.31 -0.46 -2.85
C25 -2.01 -0.65 2.86
C26 4.05 3.38 1.91
C27 -2.09 -0.82 1.27
C28 7.91 -0.19 4.79
C29 3.29 0.18 1.66
C30 8.35 1.91 5.90
C31 -4.57 0.49 1.43
C32 -8.24 -2.35 -2.72
C33 -9.51 -4.31 -3.31
C34 2.82 -0.23 5.64
C35 -5.93 1.08 0.78
C36 -4.81 2.90 -0.33
C37 -3.12 0.04 3.73
C38 1.96 4.27 2.70
C39 8.34 1.26 7.13
C40 7.92 -0.84 6.02
C41 -0.61 -2.10 -6.04
C42 0.39 -1.18 -6.32
H1 -4.78 3.43 -1.37
H2 8.13 -0.62 8.15
H3 3.53 2.38 -4.33
H4 4.38 1.09 -3.66
H5 7.74 -0.74 3.87
H6 5.33 0.98 1.22
H7 8.50 1.83 8.04
H8 5.02 3.83 1.50
H9 0.24 0.13 -2.21
H10 2.17 -0.79 -7.46
H11 -6.64 0.17 0.63
H12 -1.45 -4.03 -6.46
H13 0.68 -1.74 -2.01
H14 -1.14 -1.47 -0.50
H15 3.32 -0.78 -2.41
H16 -3.78 0.15 5.73
H17 7.76 -1.91 6.06
H18 0.38 4.32 1.07
H19 -2.51 -0.86 5.44
H20 -10.36 -4.97 -3.16
H21 2.12 -1.16 -3.76
H22 -4.87 -2.29 -1.86
H23 0.27 5.73 2.27
H24 0.29 -4.59 -8.15
H25 -2.00 -0.52 -2.83
H26 -10.05 -2.95 -1.73
H27 0.40 -0.23 -5.80
H28 5.51 2.44 3.45
H29 -6.47 -1.99 -3.90
H30 3.23 -0.35 6.70
H31 2.10 -2.97 -8.64
H32 -6.51 1.79 1.49
H33 -3.72 2.59 -0.11
H34 -8.10 -1.46 -2.11
H35 -5.16 3.73 0.41
H36 -6.78 -4.02 -5.30
H37 8.52 2.98 5.83
H38 1.84 1.03 -4.50
H39 5.27 0.03 2.86
H40 3.62 0.40 -0.63
H41 -5.26 2.72 4.34
H42 1.65 5.74 0.94
H43 3.69 2.15 3.76
H44 1.58 1.74 -2.79
H45 3.33 3.01 1.09

Its SMILES is C#Cc1c(CCCOC(C)=O)cc(CCCN)c2c1Sc1c(N)c(S)c(COC)c(P(O)O)c1N2.Fc1ccccc1.Fc1ccccc1.Fc1ccccc1.



4.
The following is a DFT calculation (wB97M-V/def2-TZVPD) of 2 unconnected molecules or ions with the total composition C14H16O2.

Element x y z (Å)
O1 1.04 -2.70 -2.65
O2 1.54 1.14 -2.16
C1 -0.25 -2.24 -0.63
C2 0.87 -2.26 3.00
C3 0.92 -2.56 -1.30
C4 0.85 -2.33 1.49
C5 -2.85 3.28 0.77
C6 -0.34 2.61 -2.00
C7 0.61 1.82 -1.35
C8 -0.24 -1.99 0.73
C9 0.39 1.37 -0.07
C10 2.04 -2.76 0.86
C11 -0.80 1.75 0.57
C12 -1.70 2.67 0.02
C13 2.10 -2.74 -0.54
C14 -1.47 2.98 -1.33
H1 -0.19 2.86 -3.04
H2 -1.14 -2.14 -1.24
H3 2.96 -3.11 1.29
H4 3.01 -2.96 -1.08
H5 1.07 0.66 0.38
H6 -3.85 2.85 0.65
H7 -1.14 -1.68 1.25
H8 -1.08 1.35 1.54
H9 0.81 -1.90 -3.14
H10 -2.28 3.48 -1.87
H11 1.65 -2.93 3.34
H12 -0.09 -2.61 3.38
H13 1.99 1.86 -2.61
H14 -2.75 3.11 1.85
H15 -2.69 4.34 0.58
H16 1.02 -1.22 3.30

Its SMILES is Cc1ccc(O)cc1.Cc1ccc(O)cc1. Its energy above the lowest of the compared OMol25 structures with the same formula, charge and spin is 23.55 kcal/mol.



| no. | E (eV) |
| --- | --- |
| 1 | -142186.988 |
| 2 | -17671.237 |
| 3 | -98087.063 |
| 4 | -18871.613 |